{
  "formula": "C84H175N14O14",
  "method": "the ωB97M-V functional and the def2-TZVPD basis",
  "species": ["C", "O", "N", "C", "C", "H", "H", "H", "H", "H", "H", "H", "C", "O", "N", "C", "C", "H", "H", "H", "H", "H", "H", "H", "C", "O", "N", "C", "C", "H", "H", "H", "H", "H", "H", "H", "C", "O", "N", "C", "C", "H", "H", "H", "H", "H", "H", "H", "C", "O", "N", "C", "C", "H", "H", "H", "H", "H", "H", "H", "C", "O", "N", "C", "C", "H", "H", "H", "H", "H", "H", "H", "C", "O", "N", "C", "C", "H", "H", "H", "H", "H", "H", "H", "C", "C", "C", "C", "C", "C", "N", "O", "C", "C", "C", "H", "H", "H", "H", "H", "H", "H", "H", "H", "H", "H", "H", "H", "H", "H", "H", "H", "H", "C", "C", "C", "C", "C", "C", "N", "O", "C", "C", "C", "H", "H", "H", "H", "H", "H", "H", "H", "H", "H", "H", "H", "H", "H", "H", "H", "H", "H", "C", "C", "C", "C", "C", "C", "N", "O", "C", "C", "C", "H", "H", "H", "H", "H", "H", "H", "H", "H", "H", "H", "H", "H", "H", "H", "H", "H", "H", "C", "C", "C", "C", "C", "C", "N", "O", "C", "C", "C", "H", "H", "H", "H", "H", "H", "H", "H", "H", "H", "H", "H", "H", "H", "H", "H", "H", "H", "C", "C", "C", "C", "C", "C", "N", "O", "C", "C", "C", "H", "H", "H", "H", "H", "H", "H", "H", "H", "H", "H", "H", "H", "H", "H", "H", "H", "H", "C", "C", "C", "C", "C", "C", "N", "O", "C", "C", "C", "H", "H", "H", "H", "H", "H", "H", "H", "H", "H", "H", "H", "H", "H", "H", "H", "H", "H", "C", "C", "C", "C", "C", "C", "N", "O", "C", "C", "C", "H", "H", "H", "H", "H", "H", "H", "H", "H", "H", "H", "H", "H", "H", "H", "H", "H", "H"],
  "xyz": [[1.806, 0.597, -1.224], [0.907, 1.364, -0.898], [2.823, 1.028, -2.054], [4.127, 0.358, -2.213], [2.829, 2.459, -2.413], [1.914, -0.414, -0.808], [4.050, -0.741, -2.381], [4.864, 0.546, -1.400], [4.552, 0.638, -3.171], [3.495, 3.073, -1.817], [3.155, 2.653, -3.471], [1.805, 2.880, -2.222], [-6.356, 1.705, -2.263], [-5.829, 0.616, -1.995], [-5.866, 2.929, -2.038], [-6.612, 4.102, -2.427], [-4.644, 3.039, -1.263], [-7.340, 1.714, -2.756], [-7.222, 4.312, -1.572], [-7.276, 3.831, -3.255], [-6.020, 4.986, -2.674], [-3.988, 2.146, -1.423], [-4.103, 3.943, -1.594], [-4.735, 2.995, -0.201], [-8.549, 2.290, 1.687], [-7.743, 2.151, 0.785], [-8.454, 1.700, 2.854], [-9.399, 1.966, 3.950], [-7.311, 0.800, 3.129], [-9.457, 2.970, 1.668], [-8.888, 2.163, 4.882], [-9.893, 1.026, 4.120], [-10.092, 2.749, 3.630], [-7.563, -0.113, 3.699], [-6.859, 0.466, 2.191], [-6.397, 1.247, 3.569], [-1.638, -4.935, 2.636], [-2.135, -4.739, 1.583], [-0.416, -5.581, 2.812], [0.198, -5.468, 4.110], [0.348, -6.071, 1.691], [-2.082, -4.477, 3.564], [1.005, -4.713, 4.113], [0.561, -6.417, 4.576], [-0.539, -5.057, 4.802], [-0.178, -6.901, 1.243], [0.520, -5.284, 0.863], [1.396, -6.339, 1.991], [-9.177, -3.352, -1.167], [-9.779, -4.374, -1.544], [-7.851, -3.233, -1.055], [-7.220, -1.976, -0.706], [-7.054, -4.438, -0.933], [-9.747, -2.436, -0.900], [-6.192, -1.998, -1.045], [-7.221, -1.800, 0.404], [-7.749, -1.146, -1.209], [-7.003, -5.003, -1.846], [-6.081, -4.215, -0.433], [-7.643, -5.058, -0.227], [-1.625, -6.356, -1.283], [-0.388, -6.463, -1.286], [-2.291, -5.270, -1.501], [-3.716, -5.145, -1.263], [-1.627, -3.973, -1.624], [-2.274, -7.216, -1.014], [-4.047, -4.722, -2.145], [-3.929, -4.409, -0.507], [-4.116, -6.119, -1.065], [-1.513, -3.720, -2.698], [-2.338, -3.209, -1.233], [-0.724, -3.957, -1.074], [-4.953, -1.946, -3.924], [-3.886, -2.508, -4.154], [-6.174, -2.479, -4.236], [-7.411, -1.617, -4.150], [-6.399, -3.741, -4.780], [-5.008, -0.979, -3.407], [-7.270, -0.632, -3.768], [-8.186, -2.074, -3.517], [-7.814, -1.452, -5.133], [-5.584, -4.422, -4.441], [-7.294, -4.241, -4.412], [-6.440, -3.741, -5.860], [8.729, 4.748, -0.675], [7.366, 5.200, -0.296], [6.459, 4.003, -0.603], [5.334, 3.752, 0.228], [5.768, 3.500, 1.546], [6.417, 4.818, 2.082], [7.410, 5.436, 1.144], [8.198, 6.071, 1.535], [5.378, 5.761, 2.749], [7.470, 4.180, 3.054], [6.654, 6.395, -0.985], [9.421, 5.530, -0.255], [8.981, 4.678, -1.751], [8.896, 3.911, -0.044], [6.381, 4.291, -1.704], [6.931, 3.078, -0.714], [4.622, 2.936, -0.177], [4.819, 4.737, 0.215], [6.504, 2.688, 1.299], [5.025, 3.273, 2.347], [5.844, 6.719, 2.947], [4.559, 6.015, 2.007], [4.762, 5.330, 3.482], [8.265, 4.906, 3.327], [6.927, 3.691, 4.015], [7.996, 3.256, 2.595], [5.590, 6.396, -0.823], [7.109, 6.689, -1.932], [6.842, 7.309, -0.369], [-2.367, 2.160, 3.898], [-2.242, 1.428, 2.600], [-0.786, 0.802, 2.506], [-0.837, -0.285, 1.426], [-1.817, -1.356, 1.798], [-3.254, -0.752, 1.882], [-3.175, 0.410, 2.524], [-4.448, 1.059, 2.796], [-3.748, -0.768, 0.410], [-4.199, -1.580, 2.614], [-2.580, 2.600, 1.473], [-3.386, 2.081, 4.231], [-2.037, 3.192, 4.025], [-1.768, 1.675, 4.662], [0.025, 1.529, 2.372], [-0.665, 0.330, 3.470], [0.073, -0.925, 1.416], [-0.928, 0.117, 0.418], [-1.569, -1.891, 2.750], [-1.782, -2.118, 1.066], [-3.918, -1.825, 0.169], [-4.698, -0.233, 0.504], [-3.036, -0.178, -0.267], [-5.003, -0.945, 2.968], [-4.540, -2.420, 2.008], [-3.926, -2.082, 3.583], [-3.535, 3.089, 1.792], [-2.890, 2.212, 0.552], [-1.685, 3.289, 1.245], [-3.617, 0.971, -4.495], [-2.458, 0.423, -5.342], [-1.497, -0.372, -4.357], [-0.442, -1.333, -4.928], [-1.257, -2.136, -5.922], [-2.041, -1.523, -6.979], [-3.001, -0.497, -6.254], [-4.020, -0.074, -7.028], [-1.217, -1.035, -8.032], [-3.008, -2.599, -7.341], [-1.674, 1.662, -6.023], [-4.152, 1.738, -5.082], [-3.358, 1.346, -3.509], [-4.389, 0.283, -4.249], [-1.014, 0.190, -3.520], [-2.380, -1.076, -4.100], [-0.062, -1.983, -4.154], [0.269, -0.631, -5.537], [-1.999, -2.710, -5.372], [-0.573, -2.861, -6.426], [-0.710, -1.822, -8.536], [-1.837, -0.464, -8.746], [-0.402, -0.321, -7.463], [-3.545, -2.366, -8.256], [-2.588, -3.583, -7.344], [-3.718, -2.573, -6.522], [-0.589, 1.553, -5.847], [-2.091, 2.562, -5.613], [-1.656, 1.806, -7.146], [-0.603, 4.059, -1.544], [-0.929, 5.714, -1.392], [0.415, 6.269, -1.584], [0.660, 6.373, -3.235], [-0.397, 7.213, -3.979], [-1.772, 6.671, -3.863], [-1.941, 6.251, -2.397], [-3.150, 6.343, -1.894], [-2.868, 7.649, -4.088], [-1.841, 5.309, -4.614], [-1.620, 6.164, 0.203], [-1.599, 3.546, -1.290], [0.107, 3.796, -0.770], [-0.349, 3.737, -2.537], [0.657, 7.255, -1.209], [0.997, 5.420, -1.326], [0.947, 5.405, -3.709], [1.505, 6.854, -3.286], [-0.316, 7.089, -5.055], [-0.534, 8.353, -3.696], [-3.099, 8.553, -3.457], [-2.563, 8.179, -4.943], [-3.718, 7.109, -4.425], [-1.440, 4.464, -4.073], [-2.853, 5.218, -4.963], [-1.333, 5.483, -5.577], [-2.682, 5.930, 0.318], [-1.299, 7.062, 0.782], [-1.225, 5.251, 0.598], [7.177, -4.858, -1.909], [5.731, -5.066, -2.941], [5.227, -6.554, -2.845], [3.722, -6.544, -2.975], [3.104, -5.748, -1.830], [3.530, -4.286, -1.860], [4.781, -3.992, -2.516], [5.039, -2.699, -2.736], [2.345, -3.611, -2.714], [3.384, -3.613, -0.455], [6.037, -4.592, -4.407], [8.005, -5.422, -2.232], [7.084, -5.157, -0.846], [7.252, -3.793, -1.870], [5.637, -6.903, -3.768], [5.575, -6.848, -1.839], [3.151, -7.432, -3.025], [3.519, -6.118, -3.962], [3.504, -6.360, -0.942], [2.044, -5.757, -1.904], [1.311, -3.686, -2.513], [2.759, -2.703, -2.859], [2.553, -3.881, -3.826], [4.129, -4.081, 0.235], [3.471, -2.566, -0.239], [2.428, -3.924, -0.046], [6.820, -5.002, -5.036], [6.347, -3.523, -4.372], [5.090, -4.555, -4.871], [0.005, 1.982, 7.801], [0.892, 0.864, 8.324], [0.180, 0.247, 9.535], [0.446, -1.171, 9.901], [0.039, -2.179, 8.712], [0.474, -1.762, 7.262], [0.411, -0.201, 7.049], [0.875, 0.144, 6.004], [1.826, -2.374, 6.990], [-0.558, -2.143, 6.179], [2.382, 1.282, 8.471], [-1.036, 1.587, 7.857], [0.419, 2.145, 6.750], [0.165, 2.973, 8.068], [0.411, 0.945, 10.421], [-0.884, 0.492, 9.579], [0.159, -1.402, 10.964], [1.636, -1.226, 9.988], [-1.064, -2.316, 8.930], [0.368, -3.195, 8.579], [2.417, -2.106, 6.112], [2.527, -2.326, 7.881], [1.585, -3.452, 6.722], [-0.379, -1.927, 5.126], [-0.817, -3.200, 5.991], [-1.566, -1.702, 6.367], [2.852, 1.606, 7.503], [3.078, 0.547, 8.896], [2.446, 2.188, 9.106], [7.727, 0.292, 1.111], [6.547, -0.781, 1.543], [7.044, -1.560, 2.832], [5.844, -2.201, 3.449], [4.597, -1.442, 3.853], [4.209, -0.599, 2.641], [5.402, -0.126, 1.950], [4.899, 0.477, 0.713], [3.242, -1.423, 1.813], [3.443, 0.641, 3.147], [6.424, -1.714, 0.289], [8.055, 0.911, 1.912], [7.373, 0.761, 0.190], [8.487, -0.496, 1.027], [7.749, -2.357, 2.627], [7.635, -0.967, 3.544], [5.986, -3.005, 4.240], [5.562, -2.999, 2.637], [4.854, -0.973, 4.788], [3.882, -2.225, 4.056], [2.825, -0.782, 0.883], [3.780, -2.245, 1.514], [2.287, -1.386, 2.305], [4.140, 1.392, 3.707], [3.107, 1.185, 2.251], [2.607, 0.361, 3.815], [5.891, -1.378, -0.604], [6.020, -2.669, 0.833], [7.228, -1.711, -0.521]],
  "mulliken_spin": [-0.005, -0.004, 0.000, -0.014, 0.002, 0.002, 0.030, -0.010, 0.000, -0.002, 0.000, 0.001, 0.002, -0.003, 0.002, 0.001, 0.005, 0.000, 0.000, 0.000, -0.001, -0.002, -0.004, 0.005, 0.000, 0.000, 0.000, 0.000, 0.006, 0.000, 0.000, 0.000, 0.000, -0.001, 0.000, 0.003, 0.000, 0.000, 0.000, 0.000, 0.000, 0.000, 0.000, 0.000, 0.000, 0.000, 0.000, 0.000, 0.000, 0.000, 0.000, -0.004, 0.000, 0.000, 0.005, 0.000, 0.000, 0.000, 0.000, 0.000, 0.000, 0.000, 0.000, 0.001, 0.000, 0.000, 0.000, 0.000, 0.000, -0.001, 0.001, -0.001, -0.021, 0.006, 0.004, 0.003, 0.000, -0.004, -0.002, 0.000, 0.001, 0.000, 0.000, 0.000, 0.031, -0.056, 0.030, -0.001, 0.032, -0.078, 0.470, 0.499, 0.039, 0.033, 0.047, -0.002, 0.000, -0.004, -0.001, -0.010, -0.016, 0.000, 0.014, -0.004, -0.004, -0.001, 0.002, 0.006, 0.002, -0.011, -0.010, 0.005, 0.001, 0.032, -0.013, 0.084, -0.041, 0.066, 0.009, 0.277, 0.510, 0.014, 0.026, 0.061, 0.001, -0.001, 0.004, 0.002, -0.033, 0.008, -0.001, -0.011, 0.001, -0.002, 0.017, -0.002, 0.008, -0.001, -0.009, 0.000, -0.017, 0.003, -0.007, 0.013, 0.042, -0.008, 0.003, -0.001, 0.385, 0.564, 0.019, -0.015, 0.042, 0.000, -0.002, 0.007, 0.000, -0.029, 0.003, 0.000, 0.003, -0.001, 0.000, 0.000, -0.001, -0.002, 0.000, 0.001, -0.002, -0.004, 0.002, 0.020, -0.073, 0.065, -0.024, 0.041, -0.048, 0.495, 0.487, 0.001, 0.015, 0.016, 0.007, -0.004, 0.007, -0.009, 0.000, 0.000, 0.001, 0.004, -0.004, 0.000, -0.002, 0.000, -0.002, 0.002, 0.003, 0.006, -0.005, -0.005, 0.047, -0.057, 0.001, 0.005, -0.021, -0.017, 0.506, 0.458, 0.056, 0.049, 0.020, 0.002, -0.001, -0.001, 0.000, 0.001, 0.001, -0.006, -0.003, 0.002, 0.001, -0.014, -0.011, 0.001, 0.008, -0.010, 0.002, -0.004, -0.004, 0.001, 0.049, 0.006, -0.007, -0.002, 0.040, 0.401, 0.474, 0.049, -0.010, 0.007, 0.009, -0.006, 0.000, 0.000, -0.004, -0.001, -0.002, 0.001, 0.001, -0.015, -0.004, 0.001, 0.006, 0.005, -0.003, 0.000, -0.001, 0.002, 0.045, -0.003, 0.007, -0.015, 0.007, -0.014, 0.247, 0.585, 0.043, 0.035, 0.078, 0.000, -0.001, -0.006, -0.001, 0.001, 0.000, 0.000, 0.005, -0.003, -0.002, 0.002, -0.003, -0.006, 0.001, 0.008, -0.026, -0.005, 0.001],
  "multiplicity": 8,
  "lumo_ha": [0.010, -0.035],
  "s2": 15.781,
  "homo_lumo_gap_ha": [0.246, 0.289],
  "fmax_ev_per_a": 19.93,
  "e_tot_ev": -139438.8126
}